30
Properties=species:S:1:pos:R:3:lowdin_charge:R:1 method="wB97M-V/def2-TZVPD" orbital_gap_ha=0.2545 fmax_ha_per_bohr=0.0232 e_above_lowest_ev=0.000 homo_ev=-8.151
Rb -3.53 0.24 -2.29 0.951
B -3.39 -2.74 -1.74 -0.519
H -2.54 -3.18 -1.00 -0.052
H -2.99 -2.09 -2.65 -0.157
H -3.88 -3.75 -2.16 -0.059
H -4.15 -2.10 -1.06 -0.097
C 1.21 -2.74 -1.23 -0.033
C 2.51 -2.53 -0.79 -0.049
C 2.82 -1.43 -0.01 -0.003
C 1.87 -0.45 0.21 -0.087
C 0.56 -0.68 -0.19 -0.075
C 0.21 -1.83 -0.90 0.017
C -0.55 0.25 0.18 -0.268
O -1.70 -0.03 -0.09 -0.009
C -0.17 1.55 0.80 -0.083
C -1.13 2.50 1.07 -0.010
C -0.83 3.69 1.73 -0.051
C 0.51 3.97 1.99 -0.054
C 1.48 3.04 1.68 0.001
C 1.17 1.82 1.09 -0.073
C 2.27 0.86 0.78 -0.288
O 3.42 1.14 1.01 0.121
H 0.96 -3.65 -1.76 0.116
H 3.32 -3.21 -1.05 0.108
H 3.84 -1.27 0.33 0.121
H -0.80 -2.07 -1.22 0.072
H -2.17 2.31 0.82 0.116
H -1.63 4.32 2.08 0.109
H 0.78 4.92 2.44 0.110
H 2.53 3.12 1.94 0.123

***

47
Properties=species:S:1:pos:R:3:lowdin_charge:R:1 method="wB97M-V/def2-TZVPD" orbital_gap_ha=0.2544 fmax_ha_per_bohr=0.0911 e_above_lowest_ev=1.771 homo_ev=-8.390 smiles="CCOc1cc(-c2cc(C#N)cc(C#N)c2)cc(/N=C/N/N=C/c2ccc([N+](=O)[O-])o2)n1"
N 2.17 -8.64 1.19 0.168
N 2.07 -6.01 -5.37 0.162
O -4.49 9.92 -0.39 0.055
O -5.84 8.68 -1.62 0.108
C 2.11 -7.82 0.37 -0.175
C 1.86 -5.88 -4.21 -0.165
N -1.68 3.57 -0.54 0.043
N -0.59 0.25 -1.08 0.092
N 0.96 -0.38 0.61 0.174
O -3.90 6.62 -1.46 0.106
O 2.32 -0.99 2.31 -0.045
C -2.41 6.52 0.41 0.008
C -3.14 7.76 0.42 0.026
C -2.90 5.84 -0.70 -0.157
C -3.96 7.75 -0.67 -0.226
C -2.56 4.44 -1.12 -0.035
C -0.63 1.40 -0.43 -0.137
C 0.20 -0.72 -0.44 -0.301
C 1.72 -1.31 1.16 -0.344
C 1.85 -6.94 -1.96 0.025
C 0.29 -2.07 -0.96 0.035
C 1.77 -2.63 0.74 0.034
C 1.67 -5.47 -0.05 0.059
C 1.29 -4.58 -2.30 0.060
C 1.89 -6.78 -0.59 -0.209
C 1.68 -5.83 -2.80 -0.204
C 1.07 -3.04 -0.37 -0.200
C 1.29 -4.40 -0.89 -0.122
N -1.33 2.35 -1.15 -0.034
N -4.84 8.85 -0.92 -0.319
C 2.51 -0.30 4.59 -0.068
C 1.89 0.11 3.21 -0.184
H -1.54 6.11 1.01 0.145
H -3.02 8.69 1.11 0.160
H -3.17 4.04 -1.87 0.086
H -0.33 1.61 0.57 0.115
H 1.89 -8.00 -2.36 0.158
H -0.35 -2.33 -1.83 0.120
H 2.52 -3.27 1.22 0.136
H 1.48 -5.33 1.02 0.136
H 1.08 -3.77 -2.86 0.090
H -1.95 1.88 -1.92 0.183
H 3.58 -0.43 4.58 0.064
H 2.08 -1.27 4.87 0.070
H 2.23 0.49 5.36 0.095
H 0.83 0.27 3.19 0.102
H 2.32 1.06 2.90 0.106

***

56
Properties=species:S:1:pos:R:3:lowdin_charge:R:1 method="wB97M-V/def2-TZVPD" orbital_gap_ha=0.3218 fmax_ha_per_bohr=0.0081 e_above_lowest_ev=2.792 homo_ev=-8.810 smiles="CC[C@@H](CC(=O)N(C)[C@@H]1CN(C(=O)/C=C/c2cc(C)no2)CC12CC2)SC"
C 3.43 -5.03 1.15 -0.118
C 2.18 -4.41 1.75 -0.280
C 1.12 -4.05 0.71 -0.571
C -0.19 -3.56 1.35 -0.132
C -0.06 -2.26 2.13 -0.451
O 0.48 -2.29 3.23 0.055
N -0.66 -1.11 1.67 -0.039
C -1.10 -0.13 2.65 -0.001
C -1.19 -0.97 0.32 -0.223
C -0.75 0.35 -0.33 -0.074
N -1.89 1.25 -0.19 -0.029
C -1.92 2.59 -0.40 -0.454
O -2.94 3.23 -0.23 0.053
C -0.65 3.22 -0.86 0.032
C -0.60 4.54 -1.02 0.014
C 0.57 5.27 -1.47 -0.278
C 0.79 6.59 -1.67 0.042
C 2.14 6.65 -2.11 -0.345
C 2.94 7.85 -2.49 -0.025
N 2.67 5.46 -2.16 0.119
O 1.68 4.58 -1.75 0.004
C -3.12 0.57 0.21 -0.068
C -2.72 -0.89 0.25 -0.366
C -3.45 -1.91 -0.59 -0.059
C -3.57 -1.92 0.91 -0.064
S 1.71 -2.81 -0.51 0.883
C 2.16 -3.87 -1.89 -0.398
H 4.13 -5.33 1.93 0.073
H 3.19 -5.92 0.56 0.075
H 3.95 -4.32 0.50 0.057
H 1.72 -5.10 2.46 0.119
H 2.44 -3.52 2.32 0.106
H 0.88 -4.94 0.12 0.109
H -0.97 -3.52 0.59 0.094
H -0.50 -4.29 2.10 0.132
H -0.59 -0.33 3.59 0.090
H -0.86 0.88 2.33 0.095
H -2.18 -0.21 2.80 0.095
H -0.80 -1.78 -0.27 0.090
H 0.14 0.74 0.17 0.128
H -0.50 0.18 -1.38 0.134
H 0.22 2.61 -1.07 0.107
H -1.49 5.12 -0.81 0.129
H 0.09 7.40 -1.53 0.119
H 2.37 8.76 -2.32 0.076
H 3.86 7.90 -1.91 0.082
H 3.21 7.81 -3.55 0.082
H -3.45 0.94 1.18 0.128
H -3.92 0.77 -0.50 0.135
H -4.30 -1.57 -1.16 0.106
H -2.87 -2.69 -1.06 0.103
H -3.07 -2.71 1.46 0.102
H -4.50 -1.59 1.35 0.111
H 2.48 -3.22 -2.70 0.031
H 2.99 -4.54 -1.63 0.024
H 1.31 -4.46 -2.23 0.038

***

103
Properties=species:S:1:pos:R:3:lowdin_charge:R:1 method="wB97M-V/def2-TZVPD" orbital_gap_ha=0.2976 fmax_ha_per_bohr=0.0463 e_above_lowest_ev=2.751 homo_ev=-8.358 smiles=COC[C@H](C)N.COC[C@H](C)N.COC[C@H](C)N.COC[C@H](C)N.COC[C@H](C)N.O.O.O.O.O.O
C -1.10 -8.14 -20.71 -0.071
C -0.52 -9.43 -21.14 -0.430
C -1.46 -10.66 -21.16 -0.185
O -1.71 -10.83 -19.79 -0.181
C -2.89 -11.51 -19.37 -0.101
N -0.07 -9.22 -22.50 0.039
H -1.57 -8.17 -19.73 0.069
H -1.80 -7.73 -21.44 0.065
H -0.31 -7.39 -20.65 0.088
H 0.36 -9.50 -20.49 0.142
H -1.09 -11.54 -21.69 0.119
H -2.37 -10.53 -21.76 0.095
H -3.09 -11.55 -18.30 0.082
H -3.02 -12.51 -19.79 0.083
H -3.80 -10.99 -19.68 0.060
H -0.83 -9.05 -23.13 0.023
H 0.34 -10.11 -22.74 0.063
C -1.21 -4.87 -16.96 -0.060
C -2.52 -5.69 -16.61 -0.369
C -3.25 -4.86 -15.45 -0.149
O -4.03 -5.74 -14.58 -0.201
C -3.20 -6.45 -13.66 -0.130
N -3.36 -5.83 -17.83 0.038
H -1.49 -3.89 -17.33 0.077
H -0.74 -5.31 -17.84 0.059
H -0.41 -4.78 -16.23 0.072
H -2.35 -6.72 -16.30 0.119
H -3.90 -4.08 -15.84 0.122
H -2.50 -4.31 -14.89 0.102
H -2.33 -7.01 -14.00 0.078
H -3.78 -7.08 -12.98 0.084
H -2.73 -5.70 -13.02 0.078
H -2.79 -6.31 -18.51 0.039
H -4.10 -6.51 -17.69 0.026
C -5.27 -5.16 -25.03 -0.037
C -5.19 -6.52 -24.31 -0.353
C -4.80 -6.40 -22.79 -0.169
O -4.48 -7.64 -22.23 -0.231
C -4.54 -7.57 -20.81 -0.090
N -6.57 -7.07 -24.40 0.041
H -6.01 -4.58 -24.46 0.084
H -5.69 -5.36 -26.01 0.061
H -4.32 -4.65 -25.14 0.069
H -4.48 -7.20 -24.78 0.115
H -5.61 -5.93 -22.24 0.123
H -3.93 -5.75 -22.63 0.132
H -5.57 -7.53 -20.45 0.076
H -4.19 -6.59 -20.47 0.089
H -4.12 -8.44 -20.31 0.086
H -7.15 -6.47 -23.82 0.071
H -6.54 -7.92 -23.86 0.031
C -0.89 -7.53 -26.62 -0.076
C -0.48 -6.15 -26.13 -0.403
C -1.30 -5.02 -26.92 -0.157
O -0.89 -3.67 -26.66 -0.210
C 0.38 -3.26 -27.09 -0.120
N -0.76 -6.12 -24.69 0.051
H -1.95 -7.74 -26.79 0.077
H -0.46 -8.30 -25.96 0.078
H -0.34 -7.62 -27.55 0.072
H 0.59 -5.96 -26.23 0.116
H -2.34 -5.02 -26.60 0.109
H -1.21 -5.14 -28.00 0.115
H 0.65 -2.26 -26.77 0.088
H 0.47 -3.35 -28.17 0.085
H 1.12 -3.91 -26.62 0.076
H -1.26 -5.25 -24.59 0.052
H -1.48 -6.81 -24.54 0.015
C -4.03 -12.18 -24.29 -0.049
C -5.04 -11.09 -24.46 -0.401
C -5.58 -10.50 -23.13 -0.148
O -6.66 -9.58 -23.31 -0.221
C -7.89 -10.17 -23.40 -0.113
N -4.47 -9.97 -25.21 0.051
H -3.50 -12.54 -25.18 0.085
H -4.57 -13.07 -23.97 0.082
H -3.28 -11.93 -23.54 0.068
H -5.87 -11.49 -25.04 0.131
H -4.70 -10.14 -22.61 0.105
H -5.91 -11.28 -22.44 0.128
H -7.88 -11.10 -23.97 0.097
H -8.56 -9.40 -23.78 0.097
H -8.36 -10.39 -22.44 0.086
H -4.23 -10.14 -26.17 0.104
H -5.16 -9.24 -25.27 0.048
O -5.82 -7.81 -17.69 -0.043
H -6.15 -8.66 -17.99 0.064
H -6.24 -7.68 -16.84 0.070
O -2.52 -8.59 -23.88 -0.084
H -3.10 -8.35 -23.15 -0.002
H -3.08 -9.08 -24.48 -0.014
O -6.90 -8.41 -26.82 -0.074
H -6.80 -7.88 -26.02 -0.045
H -6.45 -7.91 -27.50 -0.007
O -7.49 -5.86 -18.52 -0.051
H -8.08 -6.57 -18.78 0.011
H -6.69 -6.31 -18.25 -0.024
O -8.56 -6.20 -21.53 -0.037
H -8.85 -6.54 -20.69 0.013
H -8.80 -6.87 -22.17 0.022
O -6.58 -6.16 -28.57 -0.049
H -7.46 -6.06 -28.19 0.043
H -6.44 -5.34 -29.04 0.044

***

99
Properties=species:S:1:pos:R:3:lowdin_charge:R:1 method="wB97M-V/def2-TZVPD" orbital_gap_ha=0.2970 fmax_ha_per_bohr=0.1876 homo_ev=-9.451
N -1.30 -1.32 2.68 0.045
C -0.99 -1.14 1.21 -0.566
N -0.18 0.14 0.99 0.043
N -0.04 -2.29 0.83 0.044
C -2.30 -1.13 0.22 -0.282
N -3.28 0.01 0.48 -0.575
Br -4.39 0.00 -1.08 0.835
S -4.39 -0.35 1.78 0.796
O -3.91 0.21 3.18 -0.337
O -5.74 0.42 1.50 -0.411
F -4.80 -2.01 1.82 -0.239
H -0.61 -1.96 3.14 0.075
H -1.30 -0.40 3.16 0.074
H -0.79 0.94 0.71 0.074
H 0.32 0.41 1.89 0.082
H 0.49 -2.01 -0.03 0.078
H -0.66 -3.08 0.52 0.077
H -2.87 -2.17 0.15 0.133
H -1.89 -0.94 -0.88 0.121
C 2.72 -1.76 3.95 -0.099
C 1.85 -0.79 4.74 -0.275
C 2.58 -0.14 5.92 -0.218
C 3.07 -1.11 7.01 -0.231
C 1.99 -1.97 7.65 -0.273
C 0.93 -1.17 8.38 -0.115
H 3.05 -2.61 4.56 0.071
H 2.16 -2.16 3.10 0.057
H 3.61 -1.25 3.56 0.067
H 0.95 -1.31 5.09 0.092
H 1.51 0.00 4.07 0.091
H 1.93 0.61 6.37 0.105
H 3.45 0.41 5.54 0.088
H 3.57 -0.52 7.79 0.111
H 3.85 -1.76 6.59 0.097
H 2.47 -2.65 8.37 0.106
H 1.51 -2.61 6.90 0.099
H 1.38 -0.55 9.17 0.076
H 0.21 -1.84 8.86 0.071
H 0.38 -0.51 7.70 0.066
C -5.38 -2.27 -7.89 -0.114
C -6.25 -1.30 -7.10 -0.271
C -5.52 -0.65 -5.92 -0.223
C -5.03 -1.61 -4.83 -0.228
C -6.11 -2.48 -4.19 -0.268
C -7.17 -1.67 -3.45 -0.109
H -5.05 -3.11 -7.27 0.066
H -5.94 -2.67 -8.74 0.071
H -4.49 -1.76 -8.28 0.076
H -7.15 -1.82 -6.75 0.100
H -6.59 -0.51 -7.77 0.107
H -6.17 0.10 -5.47 0.104
H -4.65 -0.10 -6.30 0.097
H -4.53 -1.03 -4.05 0.067
H -4.25 -2.27 -5.25 0.105
H -5.63 -3.16 -3.47 0.106
H -6.59 -3.12 -4.94 0.101
H -6.72 -1.06 -2.67 0.035
H -7.89 -2.35 -2.98 0.076
H -7.72 -1.02 -4.14 0.071
C -3.12 4.59 -7.18 -0.116
C -2.98 4.41 -5.68 -0.274
C -1.55 4.09 -5.24 -0.228
C -0.98 2.77 -5.78 -0.226
C -1.79 1.52 -5.43 -0.270
C -1.89 1.25 -3.94 -0.121
H -2.88 3.66 -7.72 0.066
H -4.15 4.86 -7.43 0.071
H -2.46 5.38 -7.55 0.076
H -3.67 3.65 -5.33 0.098
H -3.28 5.35 -5.19 0.106
H -1.51 4.08 -4.14 0.101
H -0.88 4.90 -5.56 0.110
H 0.04 2.65 -5.39 0.110
H -0.88 2.83 -6.87 0.102
H -1.32 0.65 -5.91 0.108
H -2.80 1.58 -5.86 0.087
H -0.89 1.14 -3.50 0.078
H -2.44 0.32 -3.76 0.038
H -2.41 2.05 -3.42 0.065
C 6.41 0.72 5.75 -0.114
C 6.32 0.92 4.24 -0.272
C 7.00 -0.18 3.44 -0.229
C 8.52 -0.31 3.66 -0.228
C 9.33 0.95 3.37 -0.275
C 9.25 1.40 1.91 -0.117
H 7.45 0.74 6.09 0.069
H 5.87 1.51 6.27 0.074
H 5.97 -0.24 6.04 0.066
H 6.72 1.90 3.98 0.101
H 5.26 0.94 3.96 0.090
H 6.80 -0.02 2.37 0.102
H 6.54 -1.15 3.69 0.106
H 8.89 -1.13 3.02 0.110
H 8.71 -0.62 4.69 0.101
H 10.38 0.74 3.61 0.105
H 9.02 1.77 4.02 0.099
H 9.59 0.61 1.24 0.075
H 9.88 2.28 1.76 0.070
H 8.23 1.67 1.63 0.066